No. 1
{"formula": "CH3NOS", "method": "the ωB97M-V functional and the def2-TZVPD basis", "orbital_gap_ev": [6.8, 6.8], "total_energy_ha": -567.8958, "relative_energy_kj_mol": 538.2, "total_charge": 0, "lumo_ev": [-2.6, -2.6], "elements": ["C", "N", "O", "S", "H", "H", "H"], "coordinates": [[0.1958, 0.7897, -0.7345], [0.1844, 0.0629, 0.3166], [-0.4014, -1.9580, 0.2299], [0.2692, 2.4311, -0.4391], [0.6384, 0.4770, -1.6433], [-0.3271, 0.1314, 1.1440], [-0.5593, -1.9341, 1.1262]]}

***

No. 2
{"formula": "C12H29NO11P", "method": "the ωB97M-V functional and the def2-TZVPD basis", "orbital_gap_ev": 9.7, "total_energy_ha": -1698.2370, "total_charge": 1, "lumo_ev": -3.3, "elements": ["N", "P", "O", "O", "H", "H", "H", "H", "H", "C", "C", "O", "C", "O", "O", "C", "H", "H", "H", "H", "H", "H", "H", "H", "C", "C", "O", "C", "O", "O", "C", "H", "H", "H", "H", "H", "H", "H", "H", "C", "C", "O", "C", "O", "O", "C", "H", "H", "H", "H", "H", "H", "H", "H"], "coordinates": [[1.7388, -1.3270, -0.2874], [0.1360, -0.5888, -0.9629], [0.2508, 0.9035, -0.4218], [-0.8087, -1.3396, 0.0865], [1.6581, -2.3429, -0.3719], [2.5284, -1.0432, -0.8765], [1.9223, -1.1232, 0.6999], [0.7563, 1.0658, 0.3915], [-1.5047, -1.7748, -0.4312], [3.5338, -3.5712, -6.5411], [2.6597, -3.8387, -5.3389], [2.9670, -2.9474, -4.2373], [2.5022, -1.7167, -4.3543], [1.8159, -1.2657, -5.2268], [2.9118, -1.0161, -3.2692], [2.5098, 0.3566, -3.2766], [4.5872, -3.6289, -6.2667], [3.3330, -4.3132, -7.3123], [3.3416, -2.5840, -6.9577], [2.8444, -4.8330, -4.9403], [1.6008, -3.7571, -5.5802], [1.4316, 0.4386, -3.3971], [3.0155, 0.9402, -4.0416], [2.8078, 0.7450, -2.3016], [-8.0112, -0.5664, 1.9639], [-6.9817, -1.6727, 1.9499], [-6.0283, -1.5115, 0.8762], [-5.0961, -0.5954, 1.0717], [-4.9285, 0.0808, 2.0512], [-4.3188, -0.5513, -0.0273], [-3.2988, 0.4427, 0.0292], [-8.5099, -0.4989, 0.9968], [-8.7593, -0.7695, 2.7290], [-7.5518, 0.3965, 2.1803], [-7.4513, -2.6329, 1.7519], [-6.4483, -1.7417, 2.8971], [-2.6865, 0.3276, 0.9194], [-3.7263, 1.4430, -0.0069], [-2.6970, 0.2933, -0.8638], [1.4026, 4.9703, 4.6248], [1.2833, 3.5247, 5.0478], [1.5396, 2.6154, 3.9505], [2.8129, 2.4585, 3.6273], [3.7710, 2.9530, 4.1496], [2.8683, 1.6063, 2.5791], [4.1974, 1.3988, 2.0846], [0.7451, 5.1762, 3.7796], [1.1197, 5.6193, 5.4522], [2.4229, 5.2130, 4.3328], [0.2666, 3.2951, 5.3566], [1.9527, 3.2866, 5.8729], [4.8635, 1.0740, 2.8793], [4.5840, 2.3090, 1.6308], [4.1250, 0.6178, 1.3290]]}

***

No. 3
{"formula": "C4H5NO2S", "method": "the ωB97M-V functional and the def2-TZVPD basis", "orbital_gap_ev": 8.6, "total_energy_ha": -758.6755, "relative_energy_kj_mol": 537.3, "total_charge": 0, "smiles": "O/N=C\\[C@@H]1OCC1=S", "lumo_ev": -0.3, "elements": ["C", "C", "C", "C", "H", "H", "H", "H", "H", "N", "O", "O", "S"], "coordinates": [[1.4854, 0.7651, -0.9025], [0.6362, 0.8291, 0.3911], [-0.4042, -0.8508, 1.2703], [-0.8218, 0.2753, 0.4360], [1.2457, -2.0877, -1.6450], [1.9895, 1.6506, -1.0711], [0.7612, 1.7980, 0.8914], [-1.0234, -1.0697, 2.1218], [-0.3060, -1.7244, 0.4649], [1.6797, -0.3354, -1.5414], [1.1357, -1.3588, -0.9565], [0.9682, -0.2438, 1.4491], [-2.2894, 0.6556, -0.0677]]}

***

| no. | largest force on an atom (eV/A) |
| --- | --- |
| 1 | 5.1 |
| 2 | 1.2 |
| 3 | 4.5 |